(1)
The molecule C20H34N4O4. Source: the Open Molecules 2025 dataset; level of theory: ωB97M-V with the def2-TZVPD basis set.

Cartesian coordinates (Å):
O (-0.13, 3.61, 0.71)
O (5.86, -0.87, -0.75)
O (5.12, -1.73, 1.21)
O (-3.34, 3.42, -0.08)
N (4.35, 0.27, 0.47)
N (0.42, 0.85, -0.88)
N (-2.76, 0.61, -1.63)
N (-3.79, -1.22, 0.16)
C (3.34, 0.35, 1.50)
C (1.70, 1.10, -0.25)
C (4.17, 1.21, -0.61)
C (-4.51, -2.47, 0.01)
C (-4.57, -0.02, -0.10)
C (-4.20, 0.59, -1.46)
C (5.11, -0.85, 0.37)
C (1.95, 0.11, 0.90)
C (6.78, -1.95, -0.87)
C (-2.02, 1.50, -0.94)
C (-0.67, 1.60, -0.62)
C (8.05, -1.70, -0.08)
C (-4.86, -2.76, -1.45)
C (-2.90, -1.16, 1.30)
C (-0.86, 2.87, 0.08)
C (-3.51, -1.46, 2.69)
C (-4.52, -0.43, 3.16)
C (-5.41, -4.17, -1.61)
C (-2.33, 2.78, -0.27)
C (2.82, 0.99, -1.29)
H (-2.68, -1.49, 3.40)
H (-5.65, -0.23, -0.08)
H (4.99, 1.10, -1.32)
H (1.19, 0.23, 1.67)
H (8.51, -0.77, -0.39)
H (-3.97, -2.45, 2.68)
H (8.75, -2.52, -0.24)
H (0.29, -0.06, -1.31)
H (3.38, 1.35, 1.95)
H (-2.44, -0.17, 1.32)
H (-5.60, -2.05, -1.81)
H (-4.36, 0.74, 0.66)
H (6.99, -2.03, -1.94)
H (3.57, -0.40, 2.25)
H (-5.67, -4.37, -2.65)
H (2.80, 0.00, -1.74)
H (-5.44, -2.49, 0.61)
H (-3.96, -2.66, -2.06)
H (-4.62, 0.02, -2.29)
H (-4.10, 0.57, 3.14)
H (-4.56, 1.62, -1.51)
H (-4.83, -0.65, 4.19)
H (-3.86, -3.26, 0.38)
H (1.90, -0.91, 0.51)
H (-6.31, -4.30, -1.00)
H (6.29, -2.87, -0.52)
H (1.66, 2.11, 0.15)
H (-2.11, -1.90, 1.12)
H (-5.41, -0.44, 2.54)
H (4.21, 2.22, -0.19)
H (-4.68, -4.91, -1.29)
H (-2.36, -0.32, -1.73)
H (2.67, 1.73, -2.07)
H (7.82, -1.64, 0.98)

LUMO level   0.4 eV
Gap between HOMO and LUMO   8.4 eV
Energy   -35442.2203 eV
HOMO energy   -7.943 eV
Total charge   0

=====

(2)
A structure of composition C20H34N5O5P2RhS2Te. Source: the Open Molecules 2025 dataset; level of theory: ωB97M-V with the def2-TZVPD basis set.

Cartesian coordinates (Å):
Te (1.15, -3.71, -2.35)
Rh (0.20, 0.36, 0.00)
S (2.50, 0.55, -0.17)
S (0.43, 0.35, 2.33)
P (-2.01, 0.13, 0.44)
P (0.98, -2.98, -0.13)
O (0.05, 3.14, 0.70)
O (2.37, -2.65, 0.57)
O (0.10, -1.78, 0.15)
O (-0.23, -0.47, -2.97)
O (0.38, -4.18, 0.77)
N (0.09, 2.34, -0.25)
N (-4.14, 0.96, 1.96)
N (-4.67, -0.41, 0.02)
N (-3.69, -1.43, 2.00)
N (0.09, 0.51, -2.06)
C (-2.81, 1.39, 1.50)
C (4.67, -2.72, 1.16)
C (-2.27, -1.35, 1.51)
C (2.63, 0.77, 3.87)
C (-0.25, 1.97, -3.95)
C (0.08, 2.76, -1.50)
C (0.15, 4.23, -1.75)
C (3.60, -3.33, 0.28)
C (0.31, -3.96, 2.19)
C (1.33, -4.81, 2.92)
C (4.86, 1.05, 3.04)
C (4.38, 0.93, 1.75)
C (3.03, 0.72, 1.49)
C (-5.05, 0.74, 0.84)
C (2.14, 0.64, 2.57)
C (-3.41, -0.18, -0.72)
C (-4.65, -1.58, 0.81)
C (-4.08, -0.18, 2.80)
C (0.01, 1.72, -2.50)
C (3.98, 0.97, 4.11)
H (-3.19, -1.04, -1.35)
H (-6.06, 0.55, 1.23)
H (5.91, 1.21, 3.22)
H (0.51, 1.48, -4.56)
H (5.07, 1.01, 0.91)
H (4.73, -1.65, 0.98)
H (-1.58, -1.31, 2.35)
H (0.22, 4.46, -2.81)
H (1.24, -4.67, 3.99)
H (0.45, -2.90, 2.42)
H (0.23, -1.29, -2.67)
H (2.34, -4.50, 2.62)
H (-2.14, 1.61, 2.33)
H (-5.08, 1.63, 0.22)
H (4.34, 1.07, 5.13)
H (-5.06, -0.40, 3.23)
H (4.43, -2.87, 2.21)
H (-2.05, -2.25, 0.93)
H (3.48, -4.40, 0.46)
H (-5.63, -1.77, 1.24)
H (-0.70, -4.25, 2.49)
H (-0.27, 3.03, -4.18)
H (-3.78, -2.25, 2.61)
H (-2.92, 2.32, 0.93)
H (1.93, 0.71, 4.70)
H (3.83, -3.19, -0.78)
H (-4.31, -2.45, 0.25)
H (-3.55, 0.68, -1.38)
H (-1.20, 1.52, -4.23)
H (-3.33, -0.06, 3.57)
H (1.20, -5.86, 2.68)
H (1.03, 4.63, -1.24)
H (-0.71, 4.74, -1.33)
H (5.64, -3.18, 0.95)

LUMO level   -0.8 eV
Gap between HOMO and LUMO   5.6 eV
Energy   -89529.9184 eV
HOMO energy   -6.394 eV
Total charge   0

=====

(3)
A cluster of 4 separate species, C20H35BF9N10O11S in total at a distorted geometry. Source: the Open Molecules 2025 dataset; level of theory: ωB97M-V with the def2-TZVPD basis set.

Cartesian coordinates (Å):
S (1.19, -1.21, 2.50)
F (2.11, 1.90, 2.84)
F (6.06, 1.11, 1.68)
F (4.69, 2.90, 2.10)
F (4.53, -0.71, 3.06)
F (2.82, 1.66, 5.03)
F (2.43, -1.25, 4.96)
F (3.93, 1.15, 0.77)
F (0.62, 0.15, 4.73)
F (5.13, 1.11, 4.32)
O (-5.59, -3.18, -0.03)
O (2.17, -1.14, 1.34)
O (2.94, 4.62, -6.54)
O (2.68, -6.73, -0.08)
O (-5.67, -1.20, 1.46)
O (0.92, -3.37, -0.90)
O (-2.69, 2.36, 1.52)
O (1.97, 2.22, -3.13)
O (-1.45, 1.57, -0.42)
O (1.11, -2.70, 2.88)
O (-0.91, 4.08, -2.47)
N (-0.42, -1.26, -0.34)
N (1.78, -5.12, 1.22)
N (3.99, 2.84, -3.94)
N (3.85, 1.48, -2.12)
N (3.72, 5.63, -8.40)
N (2.58, 3.67, -8.56)
N (-3.36, -2.29, 0.80)
N (-3.09, 0.15, 0.77)
N (-1.08, -1.53, 0.86)
N (2.52, -7.06, 2.15)
C (-1.78, 4.00, -1.27)
C (-0.79, 0.85, 1.83)
C (-1.69, -5.39, -0.96)
C (-2.05, 1.22, 0.85)
C (-5.50, 0.21, 3.49)
C (3.19, 2.18, -3.07)
C (0.16, -2.36, -0.82)
C (3.07, 4.64, -7.75)
C (4.68, 1.48, 1.94)
C (-5.56, -1.33, 2.92)
C (-0.57, -0.74, 2.01)
C (4.23, 0.67, 3.27)
C (1.81, -0.33, 4.03)
C (-2.56, -4.29, -0.63)
C (-2.30, 2.46, -1.21)
C (-2.83, -3.72, 0.86)
C (-2.54, -1.21, 0.79)
C (2.35, -6.33, 1.03)
C (-0.87, 4.44, -0.02)
C (2.72, 0.97, 3.75)
B (-4.88, -2.18, 0.76)
H (-1.95, -3.84, 1.59)
H (-0.16, 3.45, -2.24)
H (-3.60, 2.07, 1.82)
H (-1.82, -6.47, -0.54)
H (3.85, 5.67, -9.39)
H (-2.23, 2.07, -2.31)
H (-6.52, -3.27, 0.31)
H (3.53, 3.38, -4.67)
H (-3.17, -3.77, -1.48)
H (2.68, 3.66, -9.55)
H (-4.66, -1.96, 3.27)
H (-5.85, 0.90, 2.62)
H (2.09, 2.91, -8.11)
H (1.63, -4.54, 0.41)
H (3.29, 0.98, -1.45)
H (2.26, -6.75, 3.07)
H (-4.43, 0.55, 3.75)
H (-3.44, 2.38, -0.95)
H (2.94, -7.97, 2.05)
H (-0.34, 5.44, -0.33)
H (1.50, -4.77, 2.12)
H (4.85, 1.43, -2.05)
H (-0.14, 3.64, 0.36)
H (4.99, 2.82, -3.91)
H (-1.59, 4.76, 0.85)
H (-1.22, -1.05, 2.93)
H (-0.86, 1.44, 2.82)
H (-2.64, 4.74, -1.48)
H (-6.26, 0.38, 4.34)
H (4.10, 6.38, -7.83)
H (-3.66, 0.35, -0.07)
H (0.17, 1.25, 1.31)
H (-3.70, -4.37, 1.30)
H (-6.57, -1.78, 3.29)
H (-0.85, -5.19, -1.73)

LUMO level   -5.1 eV
Gap between HOMO and LUMO   6.2 eV
Energy   -94685.7161 eV
HOMO energy   -11.229 eV
Total charge   +1